A:
DFT (ωB97M-V/def2-TZVPD) results for 2 unconnected molecules or ions with the total composition C3H9N2O2P.

```
! wB97M-V def2-TZVPD RIJCOSX def2/J DEFGRID3
* xyz 0 1
C 1.520 0.166 1.157
P -0.166 -0.166 0.493
C 0.029 -0.353 -1.312
N -1.127 1.206 0.614
O -0.799 -1.313 1.163
H 1.981 1.035 0.699
H 1.432 0.306 2.232
H 2.127 -0.716 0.973
H 0.486 0.527 -1.757
H 0.638 -1.230 -1.513
H -0.964 -0.503 -1.731
H -0.753 2.088 0.304
H -1.606 1.271 1.499
N -3.382 -1.183 -0.015
C -3.794 -0.066 -0.008
O -4.349 0.946 -0.118
H -2.563 -1.588 0.401
*
```

Computed properties:
Structure (SMILES) ... CP(C)(N)=O.N=C=O
Kohn-Sham gap ... 0.3974 Eh

***

B:
DFT (ωB97M-V/def2-TZVPD) results for 2 unconnected molecules or ions with the total composition C3H9N2O2P.

```
! wB97M-V def2-TZVPD RIJCOSX def2/J DEFGRID3
* xyz 0 1
C -0.827 0.139 -1.293
P -0.386 0.067 0.453
C 1.460 0.090 0.455
N -1.166 -1.401 0.844
O -0.781 1.215 1.269
H -1.882 0.629 -1.274
H -0.084 0.796 -1.783
H -0.750 -0.913 -1.618
H 2.007 -0.489 1.106
H 1.878 -0.139 -0.478
H 1.752 1.128 0.624
H -0.763 -1.860 1.619
H -2.149 -1.191 0.829
N -3.794 0.884 0.722
C -4.220 0.564 -0.334
O -4.843 0.175 -1.242
H -3.747 1.697 1.264
*
```

Computed properties:
Structure (SMILES) ... CP(C)(N)=O.N=C=O
Kohn-Sham gap ... 0.3837 Eh

***

The structure with the least stability is B.